(1)
ORCA calculation (wB97M-V/def2-TZVPD) on a cluster of 14 separate species, C16H7Cl52NOPS in total.

Each line ends with the Löwdin charge.
Element x y z (Å)
O1 -1.320 -0.884 -0.712  -0.04
C1 -1.954 0.113 -1.005  -0.37
C2 -2.716 0.920 -0.015  -0.34
P1 -4.455 1.595 -0.643  0.44
N1 -5.275 -0.006 0.245  -0.14
C3 -6.161 -0.490 -0.378  -0.99
S1 -7.293 -1.359 -1.125  0.51
H1 -1.981 0.396 -2.070  0.06
H2 -2.901 0.243 0.821  0.02
H3 -2.136 1.770 0.356  0.07
H4 -4.358 0.902 -1.890  -0.13
H5 -5.768 2.097 -1.024  -0.06
H6 -4.563 2.278 0.618  -0.12
H7 -3.777 2.771 -1.204  -0.05
C4 -4.137 2.239 4.095  -2.04
Cl1 -4.881 0.674 3.784  0.52
Cl2 -4.516 3.332 2.777  0.56
Cl3 -4.759 2.896 5.629  0.49
Cl4 -2.386 2.034 4.221  0.50
C5 -4.188 0.430 -5.423  -2.02
Cl5 -3.064 -0.856 -5.888  0.49
Cl6 -3.599 1.243 -3.982  0.58
Cl7 -4.323 1.591 -6.769  0.49
Cl8 -5.772 -0.266 -5.090  0.53
C6 1.352 -0.539 2.352  -2.02
Cl9 -0.317 -0.018 2.509  0.55
Cl10 2.424 0.609 3.183  0.50
Cl11 1.491 -2.135 3.100  0.49
Cl12 1.795 -0.632 0.652  0.53
C7 -1.794 -1.898 -9.812  -2.05
Cl13 -0.226 -2.229 -9.065  0.52
Cl14 -1.579 -1.670 -11.555  0.51
Cl15 -2.880 -3.261 -9.526  0.50
Cl16 -2.492 -0.448 -9.101  0.50
C8 0.614 -4.648 6.058  -2.03
Cl17 -0.955 -3.848 6.002  0.52
Cl18 1.770 -3.614 6.899  0.48
Cl19 0.490 -6.206 6.885  0.53
Cl20 1.166 -4.904 4.400  0.48
C9 2.423 2.713 -2.052  -2.03
Cl21 3.842 2.328 -1.060  0.46
Cl22 2.951 2.994 -3.714  0.50
Cl23 1.294 1.371 -1.973  0.55
Cl24 1.650 4.175 -1.431  0.53
C10 -6.206 -5.301 -10.007  -2.07
Cl25 -7.768 -6.125 -9.933  0.52
Cl26 -6.174 -3.982 -8.839  0.52
Cl27 -4.916 -6.450 -9.631  0.51
Cl28 -5.958 -4.655 -11.634  0.51
C11 3.721 -0.098 8.425  -2.05
Cl29 2.626 0.961 9.317  0.53
Cl30 3.707 -1.709 9.163  0.49
Cl31 3.198 -0.217 6.746  0.52
Cl32 5.361 0.557 8.490  0.52
C12 7.322 2.425 1.248  -2.05
Cl33 5.902 1.380 1.187  0.50
Cl34 7.036 3.727 2.403  0.50
Cl35 8.733 1.483 1.744  0.53
Cl36 7.606 3.118 -0.354  0.51
C13 5.581 -5.718 6.673  -2.05
Cl37 5.208 -4.174 7.443  0.49
Cl38 5.934 -6.931 7.911  0.52
Cl39 4.198 -6.241 5.709  0.51
Cl40 6.990 -5.522 5.623  0.52
C14 -4.125 -3.614 3.065  -2.03
Cl41 -4.322 -2.170 2.078  0.55
Cl42 -5.028 -4.955 2.346  0.52
Cl43 -2.413 -4.039 3.162  0.49
Cl44 -4.736 -3.308 4.701  0.50
C15 4.075 6.769 1.788  -2.05
Cl45 4.238 5.264 0.888  0.49
Cl46 4.061 8.131 0.661  0.52
Cl47 2.568 6.746 2.705  0.53
Cl48 5.439 6.950 2.904  0.51
C16 6.070 5.254 -4.920  -2.05
Cl49 5.562 6.744 -5.721  0.52
Cl50 5.351 3.868 -5.756  0.50
Cl51 7.833 5.118 -4.996  0.52
Cl52 5.566 5.292 -3.232  0.51

The charge is -1. For the frontier orbital gap, the calculation gives 6.08 eV. The HOMO energy comes out at -4.8 eV.


(2)
ORCA calculation (wB97M-V/def2-TZVPD) on a structure of composition C16H8Cl3NO3Pd.

Each line ends with the natural charge from an NBO analysis.
Element x y z (Å)
Pd1 0.541 0.779 -0.404  1.35
O1 -1.710 4.306 -0.267  -0.12
C1 -1.120 3.239 -0.270  0.76
O2 -0.020 2.815 -0.634  -0.63
C2 -2.082 2.097 0.392  0.22
C3 -3.350 2.431 0.847  -0.25
C4 -4.079 1.402 1.386  -0.04
C5 -3.543 0.106 1.457  -0.12
C6 -4.272 -0.976 2.009  -0.13
C7 -3.722 -2.218 2.062  -0.17
C8 -2.416 -2.439 1.566  -0.12
C9 -1.688 -1.418 1.029  -0.25
C10 -2.233 -0.123 0.962  0.26
N1 -1.512 0.925 0.422  -0.56
H1 -3.725 3.440 0.773  0.27
H2 -5.078 1.591 1.761  0.26
H3 -5.271 -0.796 2.386  0.25
H4 -4.280 -3.042 2.484  0.25
H5 -1.991 -3.433 1.615  0.25
H6 -0.692 -1.595 0.653  0.19
Cl1 6.575 -2.679 -2.139  0.22
C11 5.372 -1.531 -1.898  0.04
C12 4.151 -1.952 -1.291  -0.18
C13 3.198 -1.020 -1.105  -0.10
Cl2 1.664 -1.435 -0.369  0.09
C14 3.336 0.358 -1.477  0.39
O3 2.428 1.208 -1.291  -0.60
C15 4.600 0.729 -2.090  -0.03
Cl3 4.806 2.338 -2.543  0.19
C16 5.580 -0.206 -2.287  -0.25
H7 4.014 -2.985 -0.998  0.28
H8 6.517 0.081 -2.744  0.28

Its expectation value of S² is 6.035. The charge is +2. For the frontier orbital gap (alpha / beta), the calculation gives 8.10 / 4.70 eV. Its multiplicity is 5. The HOMO energy (alpha / beta) comes out at -15.3 / -15.4 eV.


(3)
ORCA calculation (wB97M-V/def2-TZVPD) on a structure of composition C17H10B2F6IrNO2.

Each line ends with the natural charge from an NBO analysis.
Element x y z (Å)
Ir1 0.174 0.946 1.358  1.04
F1 -2.847 4.575 -0.954  -0.28
C1 -2.768 3.373 -0.402  0.47
C2 -1.516 2.905 -0.013  -0.33
C3 -1.481 1.652 0.554  -0.01
C4 -2.618 0.860 0.749  -0.25
C5 -3.833 1.393 0.332  0.48
F2 -4.950 0.680 0.494  -0.30
C6 -3.930 2.641 -0.245  -0.34
C7 -2.370 -0.433 1.365  0.26
C8 -3.285 -1.442 1.621  -0.22
C9 -2.838 -2.643 2.141  -0.08
C10 -1.483 -2.836 2.393  -0.25
C11 -0.619 -1.805 2.127  0.09
N1 -1.049 -0.621 1.647  -0.49
H1 -0.637 3.519 -0.156  0.27
H2 -4.885 3.034 -0.562  0.27
H3 -4.329 -1.284 1.401  0.26
H4 -3.545 -3.438 2.340  0.25
H5 -1.104 -3.767 2.785  0.26
H6 0.443 -1.895 2.309  0.23
O1 2.386 0.115 -0.371  -0.64
B1 1.100 -0.206 -0.055  0.97
O2 0.610 -1.312 -0.679  -0.66
C12 1.683 -1.729 -1.477  0.20
C13 1.741 -2.802 -2.332  -0.24
C14 2.950 -2.979 -3.002  -0.19
C15 4.026 -2.116 -2.809  -0.20
C16 3.949 -1.033 -1.938  -0.23
C17 2.750 -0.874 -1.286  0.26
H7 0.899 -3.464 -2.478  0.24
H8 3.050 -3.806 -3.690  0.23
H9 4.945 -2.286 -3.351  0.23
H10 4.776 -0.355 -1.784  0.24
F3 1.309 2.437 1.282  -0.56
B2 3.311 3.742 0.677  1.47
F4 2.609 4.844 0.847  -0.49
F5 3.391 3.195 -0.521  -0.50
F6 3.980 3.218 1.685  -0.49

Its expectation value of S² is 0.756. The charge is +1. For the frontier orbital gap (alpha / beta), the calculation gives 7.29 / 5.40 eV. Its multiplicity is 2. The HOMO energy (alpha / beta) comes out at -12.0 / -12.0 eV. Its relative energy (zero: lowest compared OMol25 entry of this formula, charge and spin) is 0.0 kcal per mole.


(4)
ORCA calculation (wB97M-V/def2-TZVPD) on a cluster of 2 separate species, C17H10N2O2S in total.

Each line ends with the natural charge from an NBO analysis.
Element x y z (Å)
O1 -0.941 -2.051 1.759  -0.51
C1 -1.122 -1.040 1.123  0.52
C2 -2.455 -0.636 0.590  -0.04
C3 -3.360 -1.572 0.112  -0.19
C4 -4.564 -1.130 -0.414  -0.19
C5 -4.863 0.226 -0.451  -0.20
C6 -3.973 1.159 0.059  -0.16
C7 -2.764 0.725 0.578  -0.15
C8 -1.751 1.675 1.116  0.55
O2 -2.038 2.651 1.767  -0.50
C9 -0.341 1.290 0.807  -0.12
C10 0.622 2.234 0.501  -0.19
C11 1.898 1.788 0.183  0.14
N1 2.930 2.721 -0.154  -0.47
C12 2.801 3.584 -0.988  0.25
S1 2.692 4.668 -2.101  0.07
C13 2.213 0.440 0.190  -0.21
C14 1.249 -0.505 0.506  -0.15
C15 -0.031 -0.071 0.813  -0.06
H1 -3.090 -2.618 0.147  0.23
H2 -5.277 -1.845 -0.801  0.22
H3 -5.802 0.538 -0.885  0.22
H4 -4.212 2.213 0.049  0.23
H5 0.371 3.285 0.493  0.24
H6 3.217 0.134 -0.070  0.22
H7 1.475 -1.558 0.490  0.24
C16 4.983 -2.771 -0.747  -0.72
C17 3.611 -2.612 -1.211  0.29
N2 2.530 -2.486 -1.572  -0.34
H8 5.651 -2.163 -1.354  0.26
H9 5.062 -2.459 0.293  0.26
H10 5.281 -3.815 -0.828  0.26

The SMILES is O=C1c2ccccc2C(=O)c2cc(N=C=S)ccc21.CC#N. The charge is 0. For the frontier orbital gap, the calculation gives 8.55 eV. The HOMO energy comes out at -9.1 eV.